No. 1
Molecular formula: C3H5O4Tl
Method: DFT, wB97M-V/def2-TZVPD

Calculated values
Molecular weight: 309.45 g/mol
HOMO-LUMO gap (alpha / beta): 0.2724 / 0.3099 Ha
E_HOMO (alpha / beta): -8.52 / -9.12 eV
ΔE to the lowest compared entry with this formula, charge and spin: 446.5 kJ/mol
F_max: 0.1133 Eh/bohr

The geometry in ORCA input format:
```
! wB97M-V def2-TZVPD RIJCOSX def2/J DEFGRID3
* xyz 0 1
Tl -1.9307 -1.4504 0.2247
H 1.0938 1.4203 -1.6027
C 0.4695 1.1617 -0.7464
O 1.7479 -2.6875 0.0681
O -1.9463 0.6850 0.7699
H -0.2425 1.9607 -0.5342
H 2.0042 0.6379 0.7760
H -0.8870 1.1728 0.6751
H -2.6310 1.3562 0.8009
O -0.1125 -1.9589 -1.0751
C 0.8054 -1.9739 -0.1976
O 0.5953 -0.7980 0.5411
C 1.0338 0.4741 0.3001
*
```

Atomic partial charges in e from the Mulliken method, atoms 1 to 4: atom 1 (Tl): 0.5939, atom 2 (H): 0.2837, atom 3 (C): -0.6341, atom 4 (O): -0.5776

---

No. 2
Molecular formula: C42H98N4O24Rb
Method: DFT, wB97M-V/def2-TZVPD

Calculated values
Molecular weight: 1128.72 g/mol
HOMO-LUMO gap: 0.2088 Ha
E_HOMO: -4.91 eV
F_max: 0.0538 Eh/bohr

The geometry in ORCA input format:
```
! wB97M-V def2-TZVPD RIJCOSX def2/J DEFGRID3
* xyz -1 1
H 1.5600 -2.7680 3.2669
H 2.2898 -3.1959 -2.6154
H -2.0230 -2.3869 4.8841
H -2.7326 3.7138 4.7732
H -2.4496 -0.8181 -3.5552
C -4.9475 -1.6265 2.8437
O -5.3630 4.2073 -0.1971
C -1.5337 -3.1198 4.2381
H -3.4821 3.8503 2.4991
C -0.0121 -1.0147 -0.9702
H 6.4235 2.5665 -2.2688
H 3.3277 -0.6831 0.0527
H -5.4933 -0.6914 -1.5458
H -0.5756 -3.9500 -1.6567
H 5.8400 5.0143 -6.5850
H 5.9000 -1.9839 0.9688
C -0.6188 -0.1311 -0.1114
H 6.5860 5.4519 -2.7190
O -1.3944 4.1785 2.4888
C 5.8895 2.4406 0.5770
N -1.3935 2.1854 4.5309
H 0.5927 1.0991 8.5660
H -4.0185 0.0468 -5.9104
Rb 0.0031 -1.5483 -4.6349
H 6.3872 0.6441 -4.5611
H 6.2674 7.2385 -2.7331
C -3.7193 -2.9470 -1.3925
H -1.5318 0.1451 -6.6235
C 0.1410 0.5452 0.8896
O 4.4414 -3.1132 -1.4636
H -1.2394 -4.0301 4.7695
H -8.0611 -0.7019 -1.2369
H -5.5733 -0.7385 3.0439
C 1.6590 0.4531 0.8572
H 3.4952 1.1397 -2.0507
O 6.9362 -0.5576 2.1817
H -5.4451 -0.6555 0.2289
H -9.7539 -0.5152 0.4339
H -3.3676 -3.6132 3.2620
H -2.8405 -2.2841 -1.4231
H -4.5542 6.1190 -0.6365
H 5.6649 -3.4859 -3.0621
O -5.0882 -2.4193 4.0170
H 0.3140 -2.6240 2.0002
H -4.9309 -5.3541 -1.2685
H 3.9729 -5.1451 -3.0012
H 4.3646 6.4201 -5.5334
O 1.9696 -6.4570 -1.6046
C -2.3815 -3.2363 2.9881
C -3.1515 -0.5652 -5.6194
H 4.2889 1.3656 1.2114
H -3.2744 -0.5245 3.6218
H 1.6474 2.4634 8.1017
O -0.1799 -4.8300 -1.7102
H -9.2332 -0.3225 2.1297
H -1.0476 1.5038 3.8544
C 0.3344 -5.1065 -0.4228
H -6.5023 -3.0742 5.3569
O -4.1066 -2.9835 -0.0160
H -6.2888 5.9488 -0.2538
H 7.8551 2.0482 -0.0373
H 5.8840 7.1481 -5.0954
C 5.8286 6.2377 -2.6477
H 8.0412 -3.0399 1.8009
H -3.6180 -0.3149 1.9037
C 6.8695 2.0589 -0.5185
C -2.5029 3.3598 2.6925
N -6.1771 1.1131 -0.7585
O -4.7692 -4.8712 -2.0824
H -2.8548 -4.9629 -1.3265
H 0.2685 -4.2600 0.2657
H 1.9618 -6.2049 0.4232
O -1.6239 0.8715 -4.3578
C 5.2676 6.2530 -4.9360
C -2.7665 -0.0078 -4.2131
H -1.9920 1.7170 -4.6317
O 0.8199 1.4889 6.5384
O 5.0073 1.6078 -3.3521
H -1.6442 -1.4503 2.1714
H -5.6719 5.4399 -1.8392
H 7.1667 2.7627 -4.6223
H 1.6454 -5.9429 -2.3604
C -8.9521 -0.1635 1.0908
C -4.9598 3.2302 -1.1245
O 6.9483 3.0040 -1.5870
N -2.5034 -1.9722 2.2827
C 6.2822 -1.7859 1.9765
C -4.9371 1.8486 -0.5037
H -1.7886 4.5042 0.4966
H -6.8849 1.4604 -0.1246
C 0.7217 1.9375 7.8703
C 0.5246 -2.9904 3.0071
C -1.5333 1.4871 5.7830
H 3.8722 -4.3750 -4.5743
H 5.1733 3.9666 -3.9365
C -6.0053 -0.3250 -0.6554
C -1.6072 5.0530 1.4323
H -7.2013 -2.0689 -0.6490
H 4.4749 -2.1762 -3.2903
H 4.7712 -0.0121 -2.0322
H 0.4455 -4.0911 3.0385
C -2.6079 2.8603 4.0998
H -8.7996 0.9083 0.9141
H -2.0876 -4.0458 2.3016
C 4.6377 -3.1765 -2.8593
O 2.3040 1.1822 1.6036
H -0.7064 5.6444 1.2483
C -3.4286 -4.3147 -1.9810
O 1.9870 -2.2952 -1.4155
H 5.1384 3.1741 0.2784
H -3.5936 -1.5546 -5.5015
C 1.7357 -5.6451 -0.4875
C -7.3401 -0.9946 -0.4646
C 3.7206 -4.1987 -3.5052
H -4.4703 -2.4114 -1.9820
H -6.9380 -1.6241 4.4660
H 7.0107 5.0236 -5.2157
H 2.4112 -4.7774 -0.4353
O -0.6031 -1.6865 -1.8693
H 3.6602 0.0262 -3.4186
H -0.3669 -5.8048 0.0750
O 4.8100 6.1107 -3.6160
O 5.2135 1.2358 0.9449
O 2.3644 -3.8985 -3.2989
H 0.0264 0.2042 5.2137
H -2.5570 2.6050 1.8940
O 7.6177 -2.7288 3.7717
H -3.0244 -4.1695 -2.9814
H -2.4255 0.8384 5.9031
H 4.7701 0.9890 -5.3037
H -0.1031 2.6491 7.9980
H 6.4262 2.8252 1.4489
N 5.3315 3.8112 -4.9247
H 5.3912 -1.8507 2.6279
H -2.4013 5.7714 1.6736
H -0.4414 -0.2004 6.7105
H -1.6791 2.2675 6.5529
H -6.9873 -3.2255 3.6885
H 8.3356 -2.0921 3.7544
O -0.2940 -2.4319 3.9942
H -5.6246 3.1444 -1.9969
O -0.3660 0.9828 1.9156
H 6.4340 0.1054 1.6721
C 5.9452 4.9847 -5.5010
H -5.3388 -2.1281 1.9559
C 2.2628 -0.4890 -0.0067
C -0.2831 0.7315 6.1385
C 4.2157 0.6507 -2.7091
H -3.9735 3.5090 -1.5281
H 6.4065 2.4727 -6.1556
H -3.4232 -2.5311 0.5177
C 5.5585 1.3618 -4.6393
C 6.1749 2.6783 -5.1003
H -1.7025 -0.1931 -0.1504
C 1.5082 -1.3040 -0.7971
H 3.5282 -2.8063 -1.2851
C 7.1528 -2.9055 2.4407
O -7.7491 -0.8830 0.8879
O -2.1301 -0.6113 -6.5885
H -3.4405 2.1390 4.1960
C -3.5773 -1.0552 2.7103
H -4.0791 1.3087 -0.9201
H -3.4981 0.6199 -3.7093
C -5.4407 5.4946 -0.7718
H 6.7187 1.0496 -0.8970
H 5.3593 6.1537 -1.6701
C -6.4135 -2.5905 4.3821
H 6.6413 -3.8666 2.3639
H -4.7261 1.8548 0.5715
*
```

Atomic partial charges in e from the Mulliken method, atoms 1 to 4: atom 1 (H): 0.3403, atom 2 (H): 0.6873, atom 3 (H): 0.2446, atom 4 (H): 0.3599

---

No. 3
Molecular formula: C5H24NO6
Method: DFT, wB97M-V/def2-TZVPD

Calculated values
Molecular weight: 194.25 g/mol
HOMO-LUMO gap: 0.3912 Ha
E_HOMO: -13.25 eV
ΔE to the lowest compared entry with this formula, charge and spin: 67.9 kJ/mol
F_max: 0.0255 Eh/bohr

The geometry in ORCA input format:
```
! wB97M-V def2-TZVPD RIJCOSX def2/J DEFGRID3
* xyz 1 1
C -0.4353 -0.2185 1.3324
O -2.9140 3.0107 1.2572
C 1.8192 -0.0820 2.3950
H 1.6188 0.9897 2.4493
N -1.9404 -0.2314 -0.5846
H 1.5787 2.3508 -1.3140
H 1.7736 -1.8239 -2.8417
H 3.4457 0.4348 1.0619
C 2.7413 -0.3781 1.2096
C -0.9970 -0.8902 0.3500
H -1.9681 -0.7106 -1.4914
H -3.1539 2.6988 2.1429
H 0.6188 -1.9146 2.1795
H -0.9644 -1.9571 0.2394
H -0.0357 -0.7753 3.2887
O 1.2923 -1.6050 -2.0278
O 1.0362 -3.9198 -0.4630
H 1.9992 -3.9578 -0.4339
H -2.5179 2.9478 -0.6581
O -0.8982 -0.1178 -3.0157
H -0.7131 0.7866 -3.3055
H 3.2137 -1.3438 1.3564
H 1.2014 -2.4060 -1.4778
H -0.5143 0.8571 1.4249
H 0.7353 -4.7180 -0.9097
H -3.4532 3.8121 1.1346
H 2.1538 -0.4441 0.2875
H 0.0892 2.5434 -0.8591
O -2.0677 2.6261 -1.4591
H -2.8218 -0.0157 -0.1278
H -1.9530 3.4365 -1.9881
H 2.3131 -0.2830 3.3457
C 0.5015 -0.8431 2.3308
O 0.7731 1.8948 -1.0567
H 0.0195 -0.4508 -2.9454
H -1.5767 0.6972 -0.8261
*
```

Atomic partial charges in e from the Mulliken method, atoms 1 to 4: atom 1 (C): -0.0656, atom 2 (O): -0.6371, atom 3 (C): -0.5267, atom 4 (H): 0.3102